1.
A molecular structure, C45H44As2FI2InN5O6S2. Source: the Open Molecules 2025 dataset; level of theory: wB97M-V/def2-TZVPD.

```
108
Properties=species:S:1:pos:R:3:forces:R:3
In 0.327 0.194 -1.341 0.592 0.142 0.239
I 7.948 -0.093 -1.436 -0.099 0.028 0.043
C 5.969 0.320 -0.897 0.143 -0.085 -0.031
C 5.423 -0.267 0.233 0.010 0.057 -0.031
C 4.095 -0.026 0.552 -0.107 -0.094 0.110
I 3.299 -1.026 2.206 0.155 0.085 -0.106
C 3.261 0.785 -0.239 0.074 0.064 -0.047
O 1.985 1.000 0.033 -0.169 -0.313 -0.185
C 3.853 1.349 -1.392 0.007 -0.060 -0.038
C 2.970 2.085 -2.354 0.040 0.026 0.090
N 1.925 1.208 -2.890 -0.013 -0.110 0.155
C 2.421 0.076 -3.670 -0.038 0.012 0.060
C 2.777 -1.084 -2.774 -0.034 -0.065 -0.007
C 3.932 -1.831 -2.926 0.038 -0.006 -0.021
C 4.163 -2.902 -2.080 -0.025 0.007 0.007
C 3.226 -3.209 -1.104 0.024 -0.020 -0.061
C 2.100 -2.419 -1.003 0.026 -0.052 -0.013
N 1.884 -1.387 -1.823 -0.099 0.070 0.051
C 5.184 1.122 -1.706 -0.013 0.070 0.042
H 6.018 -0.918 0.858 0.008 0.013 0.008
H 2.441 2.900 -1.871 0.018 0.094 -0.012
H 3.579 2.505 -3.162 -0.023 -0.011 -0.047
H 1.313 1.762 -3.486 0.110 -0.016 -0.096
H 1.598 -0.240 -4.315 0.036 0.026 -0.087
H 3.274 0.345 -4.299 0.037 -0.008 0.017
H 4.652 -1.554 -3.685 -0.010 0.004 -0.001
H 5.072 -3.482 -2.175 -0.001 -0.005 0.003
H 3.373 -4.031 -0.417 0.006 0.024 0.025
H 1.352 -2.571 -0.236 0.002 0.045 -0.024
H 5.601 1.562 -2.604 -0.018 -0.010 -0.005
F -3.541 6.840 -4.730 0.050 0.022 0.031
C -2.593 6.102 -4.151 -0.068 -0.022 -0.034
C -2.744 4.784 -4.006 0.028 0.009 -0.104
N -1.790 3.985 -3.414 0.102 0.093 0.103
C -2.001 2.554 -3.274 0.138 -0.159 0.001
C -0.830 1.751 -3.847 0.212 -0.163 0.075
O -0.182 2.208 -4.773 0.010 0.131 -0.145
O -0.605 0.611 -3.288 -0.572 0.227 0.231
C -0.620 4.521 -2.917 -0.392 0.137 -0.037
O 0.221 3.873 -2.317 0.086 -0.066 -0.145
N -0.491 5.879 -3.108 0.094 -0.027 0.003
C -1.392 6.781 -3.686 0.000 0.005 0.018
O -1.151 7.960 -3.750 -0.008 -0.022 -0.027
H -3.638 4.291 -4.361 0.017 -0.024 0.000
H -2.889 2.271 -3.839 -0.058 0.085 0.034
H -2.144 2.291 -2.227 -0.051 0.020 -0.051
H 0.374 6.285 -2.781 -0.005 -0.002 0.008
C -0.453 4.374 1.933 0.008 -0.003 -0.019
As 0.654 2.988 1.150 -0.008 0.223 0.317
C 1.358 2.063 2.683 -0.083 -0.061 -0.051
C 2.051 4.063 0.388 -0.029 -0.025 -0.112
S -0.855 1.982 0.010 -0.116 -0.048 -0.161
H 0.094 4.870 2.734 0.007 0.004 -0.006
H -1.369 3.936 2.324 0.022 -0.022 0.021
H -0.713 5.102 1.165 0.003 -0.017 -0.016
H 2.442 2.159 2.673 -0.002 -0.013 -0.012
H 1.099 1.010 2.619 0.013 0.019 -0.063
H 0.940 2.515 3.581 0.003 0.005 0.014
H 2.295 4.800 1.153 0.000 -0.005 0.018
H 1.668 4.562 -0.501 0.021 -0.083 0.005
H 2.923 3.458 0.160 -0.007 -0.032 -0.003
O -0.111 -1.196 0.805 -0.016 0.167 0.010
As -0.741 -2.147 2.004 0.031 -0.134 -0.020
C 0.634 -3.206 2.843 -0.057 0.008 0.030
C 1.106 -2.850 4.103 -0.073 -0.012 -0.038
C 2.168 -3.545 4.665 0.013 0.013 0.021
C 2.757 -4.593 3.973 0.007 -0.023 -0.015
C 2.286 -4.949 2.717 -0.019 0.006 -0.025
C 1.229 -4.255 2.149 -0.043 -0.001 0.054
C -1.557 -1.094 3.383 -0.010 -0.114 0.073
C -1.675 0.275 3.196 -0.020 0.005 -0.059
C -2.279 1.051 4.177 -0.011 -0.020 -0.011
C -2.765 0.457 5.332 0.012 0.028 -0.016
C -2.649 -0.917 5.516 -0.013 -0.007 0.010
C -2.043 -1.696 4.543 0.041 0.032 -0.018
C -2.116 -3.352 1.369 0.016 0.075 -0.064
C -3.416 -3.260 1.858 0.054 0.011 0.041
C -4.411 -4.084 1.352 -0.014 -0.010 -0.017
C -4.113 -5.001 0.354 -0.006 0.015 0.003
C -2.820 -5.089 -0.145 0.002 0.000 0.000
C -1.826 -4.262 0.356 0.018 0.007 0.000
H 0.653 -2.027 4.640 0.040 0.005 0.028
H 2.539 -3.262 5.641 -0.008 -0.005 -0.001
H 3.585 -5.133 4.412 0.000 0.006 0.001
H 2.742 -5.768 2.177 0.012 0.000 0.013
H 0.879 -4.537 1.165 -0.009 -0.032 -0.004
H -1.301 0.721 2.281 0.007 -0.009 0.022
H -2.369 2.121 4.036 -0.021 0.000 0.015
H -3.235 1.064 6.095 -0.002 -0.008 0.002
H -3.033 -1.378 6.416 0.016 0.001 0.004
H -1.943 -2.766 4.688 -0.026 0.000 0.021
H -3.656 -2.545 2.634 -0.033 0.008 -0.017
H -5.419 -4.011 1.740 0.007 -0.003 0.008
H -4.889 -5.647 -0.036 0.006 -0.013 0.007
H -2.583 -5.797 -0.928 -0.007 -0.003 0.001
H -0.835 -4.312 -0.075 0.011 0.002 -0.005
S -1.372 -1.848 -1.937 0.033 0.013 -0.027
C -2.887 -1.422 -1.333 0.020 -0.097 0.030
N -3.983 -2.030 -1.869 -0.016 0.003 0.036
C -5.261 -1.796 -1.485 -0.065 -0.011 0.013
C -5.529 -0.895 -0.506 0.016 0.068 0.054
C -4.438 -0.242 0.104 0.040 -0.046 -0.047
C -3.156 -0.506 -0.288 -0.020 0.057 0.003
H -3.802 -2.697 -2.608 0.000 0.009 -0.005
H -6.027 -2.355 -2.002 0.041 -0.024 -0.033
H -6.547 -0.694 -0.211 -0.006 -0.031 -0.007
H -4.612 0.468 0.904 -0.004 -0.002 -0.003
H -2.314 -0.037 0.199 -0.039 -0.033 0.001
```
Forces are in eV/Å.

Computed properties:
HOMO   -9.816 eV
DFT total energy   -8619.6946 Eh
Kohn-Sham gap   7.22 eV
Lowest unoccupied orbital energy   -0.0953 Eh
Energy above the lowest of the compared OMol25 structures with the same formula, charge and spin   26.0 kcal/mol
Total charge   +1

These are the Löwdin partial charges, in e, on atoms 1 to 4:
1 In 0.535
2 I 0.866
3 C -0.745
4 C -0.232

2.
A molecular structure, C45H44BrN6O5PSSn in a non-equilibrium geometry. Source: the Open Molecules 2025 dataset; level of theory: wB97M-V/def2-TZVPD.

```
104
Properties=species:S:1:pos:R:3:forces:R:3
Sn -1.076 -0.742 1.477 1.440 0.832 0.310
C -3.138 0.337 4.383 1.361 0.783 -0.102
C -3.923 -0.023 3.177 -0.557 -0.322 -0.168
C -5.283 0.272 3.141 -1.046 0.037 -0.266
C -6.123 -0.280 2.150 1.550 0.456 0.676
C -5.500 -1.035 1.159 0.135 -0.183 -0.016
C -4.124 -1.320 1.251 -0.928 1.448 0.800
N -3.351 -0.762 2.209 -0.715 -0.783 0.084
C -3.509 -2.313 0.370 -0.217 -1.204 -1.145
C -4.314 -3.039 -0.518 0.998 -0.320 0.036
C -3.732 -4.070 -1.254 0.171 0.127 0.252
C -2.377 -4.346 -1.093 -0.549 0.497 0.347
C -1.641 -3.610 -0.162 -1.139 -0.136 -1.018
N -2.214 -2.613 0.511 -0.308 0.095 0.439
C -0.225 -3.917 0.005 1.477 -0.569 -0.638
C 0.500 -4.557 -1.025 -0.219 0.668 -0.042
C 1.883 -4.633 -0.933 0.049 0.529 1.281
C 2.482 -4.202 0.269 -0.237 -0.464 -1.093
C 1.669 -3.724 1.281 0.202 -0.421 0.121
C 2.235 -3.426 2.616 0.502 0.181 0.774
N 0.362 -3.550 1.123 -0.389 0.451 0.619
H -3.737 0.495 5.279 -0.196 -0.259 -0.183
H -2.597 1.289 4.214 -0.101 -0.400 0.032
H -2.357 -0.416 4.568 -0.326 0.249 0.057
H -5.681 0.957 3.911 0.158 -0.729 -0.406
H -7.197 -0.138 2.232 0.198 0.109 -0.429
H -6.059 -1.376 0.288 0.026 0.007 0.570
H -5.353 -2.811 -0.574 -0.371 -0.178 -0.269
H -4.324 -4.697 -1.912 -0.022 0.217 -0.033
H -1.876 -5.109 -1.654 -0.233 -0.349 -0.069
H -0.032 -4.853 -1.918 0.345 -0.047 -0.103
H 2.505 -4.971 -1.743 -0.063 -0.248 -0.198
H 3.558 -4.265 0.434 -0.286 0.013 -0.156
H 2.565 -4.329 3.170 -0.262 0.261 -0.462
H 1.489 -2.916 3.220 0.112 0.159 0.070
H 3.130 -2.799 2.510 -0.184 0.019 0.144
O 0.420 0.823 5.558 -0.727 -0.120 0.122
S 0.471 0.464 4.166 0.230 0.010 -0.485
O -0.323 1.293 3.252 -0.154 0.252 0.006
O 0.198 -0.952 3.857 0.254 0.051 0.362
C 2.196 0.768 3.776 1.354 -0.014 0.336
C 3.032 0.702 4.924 -0.135 -0.182 -0.436
C 4.408 0.876 4.795 0.145 0.170 -0.247
C 4.955 1.150 3.531 -0.523 -0.698 0.527
C 4.157 1.141 2.405 -0.053 0.509 -0.015
C 2.770 1.013 2.498 -0.027 -0.514 1.351
P 1.695 1.211 1.078 -1.384 -0.550 -0.352
C 1.551 3.014 0.988 0.024 1.124 -0.009
C 2.652 3.825 0.674 -0.423 0.687 0.176
C 2.507 5.225 0.567 0.566 -0.385 0.277
C 1.276 5.830 0.775 -0.686 -0.783 -0.044
C 0.166 5.023 1.115 1.168 0.160 -0.323
C 0.317 3.646 1.261 -0.003 -0.037 -0.376
C 2.719 0.748 -0.340 1.288 0.004 -0.790
C 2.735 1.467 -1.551 0.952 -1.045 -0.160
C 3.596 1.070 -2.606 -0.684 -0.121 0.961
C 4.443 -0.028 -2.458 -0.449 -0.197 0.203
C 4.334 -0.849 -1.315 0.252 0.812 -0.201
C 3.519 -0.424 -0.270 -0.393 -0.068 0.210
H 2.557 0.493 5.896 0.432 0.182 -0.687
H 5.088 0.789 5.656 -0.515 0.148 -0.341
H 6.008 1.296 3.413 0.510 0.055 0.048
H 4.620 1.288 1.430 -0.134 0.041 0.200
H 3.642 3.387 0.561 -0.190 0.035 -0.150
H 3.399 5.842 0.379 -0.485 -0.338 -0.049
H 1.153 6.902 0.645 0.049 -0.136 0.090
H -0.810 5.464 1.222 -0.173 0.114 0.200
H -0.558 3.073 1.558 0.329 -0.141 -0.139
H 2.161 2.363 -1.681 -0.313 0.268 0.032
H 3.529 1.626 -3.534 0.366 0.062 0.044
H 5.186 -0.237 -3.218 -0.190 -0.197 -0.091
H 4.954 -1.753 -1.220 -0.329 0.525 0.017
H 3.524 -0.990 0.667 -0.098 0.081 -0.335
C 1.012 -1.971 -4.224 0.373 -0.662 0.049
C -0.337 -1.255 -3.975 0.725 -0.040 -0.059
C -0.175 0.234 -4.351 0.418 -0.403 -0.639
C -1.437 -1.963 -4.763 -0.236 -0.205 -0.340
N -0.764 -1.370 -2.590 -0.837 -0.577 0.741
N 0.019 -0.891 -1.520 -0.370 0.300 0.027
H 1.297 -1.986 -5.289 -0.162 0.223 0.289
H 0.942 -3.040 -3.922 -0.039 0.569 -0.061
H 1.864 -1.529 -3.664 -0.547 -0.073 -0.236
H -0.112 0.384 -5.445 0.180 -0.337 0.403
H 0.753 0.636 -3.911 -0.420 -0.024 -0.035
H -1.024 0.818 -4.050 -0.439 0.274 0.481
H -1.249 -1.825 -5.839 -0.117 -0.237 0.275
H -2.426 -1.526 -4.531 0.431 -0.192 -0.052
H -1.466 -3.066 -4.535 0.067 1.002 -0.198
H -1.125 -2.309 -2.368 0.530 0.637 -0.275
H -0.262 0.075 -1.343 0.308 -0.236 0.026
H 1.022 -0.942 -1.665 0.072 -0.071 -0.140
Br 0.700 4.465 -3.370 0.353 -0.164 -0.108
C -0.977 3.960 -2.688 -0.771 1.040 -0.520
C -2.065 4.778 -3.004 0.368 0.002 0.243
N -3.267 4.615 -2.477 -0.411 -0.109 -0.155
C -3.462 3.592 -1.652 0.513 -0.943 0.749
C -2.418 2.715 -1.273 -0.472 -0.040 -0.037
C -1.146 2.922 -1.823 -0.172 -0.384 0.868
C -2.677 1.583 -0.243 -0.400 1.092 -0.828
O -3.832 1.332 0.082 0.205 -0.031 -0.025
O -1.602 1.043 0.178 0.192 -0.649 0.230
H -1.928 5.635 -3.650 0.005 0.002 -0.110
H -4.462 3.437 -1.206 0.651 0.192 -0.374
H -0.274 2.363 -1.505 -0.227 -0.246 0.066
```
Forces are in eV/Å.

Computed properties:
HOMO   -7.349 eV
DFT total energy   -5973.8521 Eh
Kohn-Sham gap   6.43 eV
Lowest unoccupied orbital energy   -0.0339 Eh
Energy above the lowest of the compared OMol25 structures with the same formula, charge and spin   0.0 kcal/mol
Total charge   0

These are the Löwdin partial charges, in e, on atoms 1 to 4:
1 Sn 1.476
2 C -0.020
3 C -0.292
4 C -0.001

Question: What is the total charge in the second record?
Answer: 0